P:
One molecule with the formula C2H6S, computed with ωB97M-V/def2-TZVPD.

Each line ends with the natural charge from an NBO analysis.
Element x y z (Å)
C  -0.969  -0.403  -0.225  -0.646
C  0.221  0.568  -0.120  -0.486
H  -1.829  0.326  -0.039  0.222
H  -0.963  -1.003  0.727  0.209
H  -1.003  -1.260  -1.073  0.238
H  0.173  1.142  0.767  0.212
H  0.281  1.419  -0.933  0.217
H  2.127  -0.620  1.157  0.138
S  1.961  -0.169  -0.261  -0.105

Summary:
Charge: 0
SMILES: CCS
Kohn-Sham gap in eV: 9.98
Multiplicity: 1



Q:
A 2-piece molecular cluster, C2H6S overall, computed with ωB97M-V/def2-TZVPD.

Each line ends with the natural charge from an NBO analysis.
Element x y z (Å)
S  -1.068  -1.263  1.826  -0.300
H  -0.587  -1.153  3.107  0.153
H  -1.030  0.103  1.736  0.147
C  0.341  1.043  -1.019  -0.389
C  0.632  -0.274  -1.234  -0.372
H  0.857  1.967  -1.342  0.202
H  -0.402  1.209  -0.295  0.171
H  1.268  -0.587  -2.002  0.188
H  -0.011  -1.045  -0.776  0.199

Summary:
Charge: 0
SMILES: C=C.S
Kohn-Sham gap in eV: 10.62
Multiplicity: 1



R:
A 2-piece molecular cluster, C2H6S overall, computed with ωB97M-V/def2-TZVPD.

Each line ends with the natural charge from an NBO analysis.
Element x y z (Å)
C  -0.434  1.205  -0.252  -0.795
S  0.042  0.191  1.158  0.232
C  0.316  -1.330  0.437  -0.664
H  -0.817  0.444  -0.999  0.220
H  -1.319  2.015  -0.215  0.252
H  0.446  1.730  -0.738  0.217
H  1.898  -0.584  0.011  0.075
H  -0.134  -1.567  -0.567  0.222
H  0.001  -2.103  1.165  0.240

Summary:
Charge: 0
Kohn-Sham gap in eV: 7.68
Multiplicity: 1



S:
A 2-piece molecular cluster, C2H6S overall, computed with ωB97M-V/def2-TZVPD.

Each line ends with the natural charge from an NBO analysis.
Element x y z (Å)
S  0.615  -2.726  0.055  -0.285
H  0.642  -1.391  -0.048  0.144
H  -0.387  -2.795  -0.832  0.141
C  -0.850  2.774  -0.580  -0.385
C  -0.435  3.229  0.599  -0.394
H  -1.879  2.692  -0.901  0.187
H  -0.172  2.717  -1.431  0.189
H  -1.158  3.837  1.125  0.203
H  0.595  3.096  0.883  0.200

Summary:
Charge: 0
SMILES: C=C.S
Kohn-Sham gap in eV: 10.63
Multiplicity: 1



We find P to be the most stable, with the next structure 0.307 eV higher.



P:
A 2-piece molecular cluster, C6H12O overall, computed with ωB97M-V/def2-TZVPD.

Each line ends with the natural charge from an NBO analysis.
Element x y z (Å)
C  0.610  -1.110  1.962  -0.609
C  -0.524  -0.894  0.964  -0.424
C  -0.174  -1.407  -0.425  -0.058
C  1.147  1.876  -1.208  -0.193
C  -0.298  2.004  -1.602  -0.439
C  0.345  2.244  -0.264  -0.198
O  -1.214  -1.210  -1.366  -0.718
H  0.866  -2.174  2.044  0.203
H  1.513  -0.572  1.650  0.207
H  0.337  -0.756  2.961  0.213
H  -0.772  0.172  0.889  0.208
H  -1.432  -1.405  1.318  0.188
H  0.111  -2.471  -0.371  0.153
H  0.690  -0.857  -0.818  0.179
H  2.143  1.634  -1.545  0.223
H  -0.893  1.102  -1.762  0.206
H  -0.614  2.861  -2.205  0.173
H  0.184  2.532  0.764  0.223
H  -2.025  -1.570  -0.986  0.462

Summary:
Charge: 0
SMILES: C1=CC1.CCCO
Kohn-Sham gap in eV: 10.34
Multiplicity: 1



Q:
One molecule with the formula C6H12O, computed with ωB97M-V/def2-TZVPD.

Each line ends with the natural charge from an NBO analysis.
Element x y z (Å)
C  -1.476  0.956  -0.335  -0.634
C  -0.941  -0.417  -0.700  0.228
O  -1.929  -1.358  -1.035  -0.701
C  0.410  -0.543  -1.353  -0.448
C  0.186  -1.031  0.064  -0.234
C  0.773  -0.399  1.318  -0.401
C  1.673  0.813  1.094  -0.608
H  -0.809  1.759  -0.663  0.213
H  -1.637  1.065  0.742  0.214
H  -2.442  1.120  -0.823  0.216
H  -2.443  -1.003  -1.769  0.464
H  0.541  -1.298  -2.122  0.224
H  0.982  0.371  -1.505  0.210
H  0.083  -2.112  0.124  0.229
H  2.515  0.550  0.446  0.206
H  1.350  -1.165  1.848  0.210
H  -0.051  -0.128  1.995  0.201
H  2.077  1.174  2.046  0.212
H  1.137  1.646  0.627  0.199

Summary:
Charge: 0
SMILES: CC[C@@H]1C[C@@]1(C)O
Kohn-Sham gap in eV: 10.37
Multiplicity: 1



We find Q to be the most stable, with the next structure 2.163 eV higher.



P:
One molecule with the formula C6H12O, computed with ωB97M-V/def2-TZVPD.

Each line ends with the natural charge from an NBO analysis.
Element x y z (Å)
C  1.999  -0.576  0.349  -0.562
C  1.277  0.504  0.660  0.351
O  1.158  0.962  1.940  -0.688
C  0.390  1.281  -0.269  -0.464
C  -1.092  0.968  0.030  -0.383
C  -1.383  -0.532  0.097  -0.407
C  -0.971  -1.259  -1.190  -0.622
H  2.157  -0.884  -0.677  0.214
H  0.022  -1.703  -1.067  0.214
H  2.428  -1.204  1.127  0.195
H  1.780  0.465  2.489  0.479
H  0.565  2.356  -0.147  0.225
H  0.628  1.019  -1.305  0.216
H  -1.383  1.449  0.971  0.212
H  -1.709  1.412  -0.763  0.201
H  -2.447  -0.681  0.315  0.205
H  -0.838  -0.966  0.944  0.204
H  -1.676  -2.047  -1.469  0.212
H  -0.906  -0.566  -2.038  0.196

Summary:
Charge: 0
SMILES: C=C(O)CCCC
Kohn-Sham gap in eV: 9.77
Multiplicity: 1



Q:
A 2-piece molecular cluster, C6H12O overall, computed with ωB97M-V/def2-TZVPD.

Each line ends with the natural charge from an NBO analysis.
Element x y z (Å)
C  1.776  -0.808  -0.401  -0.666
C  0.357  -1.002  0.053  0.303
O  -0.010  -0.277  1.159  -0.707
C  0.330  2.568  -0.379  -0.403
C  -0.186  2.904  0.800  -0.400
C  -1.923  -2.042  -0.050  -0.642
C  -0.508  -1.849  -0.508  -0.280
H  1.965  0.241  -0.668  0.210
H  1.999  -1.425  -1.275  0.226
H  2.476  -1.070  0.401  0.219
H  0.485  0.555  1.164  0.487
H  1.256  3.006  -0.746  0.198
H  -0.163  1.848  -1.030  0.206
H  0.296  3.628  1.453  0.198
H  -1.115  2.466  1.156  0.206
H  -2.622  -1.988  -0.893  0.209
H  -2.199  -1.277  0.680  0.226
H  -0.152  -2.454  -1.339  0.198
H  -2.063  -3.023  0.422  0.212

Summary:
Charge: 0
SMILES: C/C=C(/C)O.C=C
Kohn-Sham gap in eV: 9.37
Multiplicity: 1



We find P to be the most stable, with the next structure 0.846 eV higher.



P:
A 2-piece molecular cluster, C6H12O overall, computed with ωB97M-V/def2-TZVPD.

Each line ends with the natural charge from an NBO analysis.
Element x y z (Å)
C  -0.662  0.658  -1.591  -0.606
C  -0.295  0.610  -0.103  -0.244
C  -0.106  2.023  0.455  -0.600
C  1.006  -0.174  0.085  -0.234
C  1.369  -1.001  1.284  -0.229
C  1.142  -1.662  0.192  -0.163
O  -1.369  -2.537  0.651  -0.933
H  -0.853  -0.345  -1.994  0.204
H  -1.550  1.273  -1.776  0.210
H  0.165  1.091  -2.168  0.206
H  -1.117  0.132  0.453  0.187
H  -0.988  2.652  0.288  0.209
H  0.748  2.507  -0.034  0.202
H  0.096  1.993  1.531  0.210
H  1.828  0.338  -0.429  0.173
H  1.751  -1.019  2.293  0.230
H  -0.773  -2.062  1.246  0.475
H  1.153  -2.595  -0.348  0.240
H  -1.547  -1.884  -0.036  0.463

Summary:
Charge: 0
SMILES: CC(C)C1C=C1.O
Kohn-Sham gap in eV: 10.57
Multiplicity: 1



Q:
One molecule with the formula C6H12O, computed with ωB97M-V/def2-TZVPD.

Each line ends with the natural charge from an NBO analysis.
Element x y z (Å)
C  2.206  0.603  0.911  -0.252
O  1.899  0.072  -0.353  -0.538
C  0.819  -0.829  -0.357  -0.048
C  -0.561  -0.144  -0.300  -0.098
C  -0.555  1.358  -0.531  -0.607
C  -1.709  -0.947  -0.852  -0.411
C  -1.594  -0.723  0.629  -0.418
H  2.740  -0.127  1.535  0.167
H  1.311  0.938  1.452  0.167
H  2.852  1.468  0.743  0.193
H  0.916  -1.386  -1.296  0.189
H  0.921  -1.552  0.470  0.164
H  0.268  1.639  -1.189  0.230
H  -0.431  1.911  0.406  0.204
H  -1.493  1.693  -0.986  0.210
H  -1.500  -1.942  -1.240  0.210
H  -2.486  -0.412  -1.393  0.213
H  -1.301  -1.572  1.244  0.210
H  -2.302  -0.048  1.106  0.213

Summary:
Charge: 0
SMILES: COCC1(C)CC1
Kohn-Sham gap in eV: 10.72
Multiplicity: 1



We find Q to be the most stable, with the next structure 1.158 eV higher.



P:
A 2-piece molecular cluster, C2HClF2O overall, computed with ωB97M-V/def2-TZVPD.

Each line ends with the natural charge from an NBO analysis.
Element x y z (Å)
C  0.048  -0.068  1.054  0.269
C  0.556  -1.020  0.127  0.708
O  1.336  -0.088  0.813  -0.390
F  0.339  -0.736  -1.161  -0.317
F  0.852  -2.281  0.231  -0.279
Cl  -1.908  2.224  -0.019  -0.248
H  -1.224  1.970  -1.046  0.257

Summary:
Charge: 0
Kohn-Sham gap in eV: 10.08
Multiplicity: 1



Q:
A 2-piece molecular cluster, C2HClF2O overall, computed with ωB97M-V/def2-TZVPD.

Each line ends with the natural charge from an NBO analysis.
Element x y z (Å)
C  -3.497  -1.211  -0.242  0.249
C  -4.027  0.154  -0.033  0.726
O  -4.699  -1.116  0.237  -0.391
F  -4.580  0.926  -0.980  -0.296
F  -3.824  0.893  1.023  -0.283
Cl  0.219  -0.230  -0.139  -0.305
H  -0.728  -1.227  -0.289  0.300

Summary:
Charge: 0
Kohn-Sham gap in eV: 10.14
Multiplicity: 1



We find Q to be the most stable, with the next structure 0.052 eV higher.



P:
One molecule with the formula C2H5OP, computed with ωB97M-V/def2-TZVPD.

Each line ends with the natural charge from an NBO analysis.
Element x y z (Å)
C  -0.675  -0.203  0.701  -0.740
C  0.720  -0.606  0.069  -0.796
O  0.408  2.136  -0.786  -1.050
P  -0.055  0.731  -0.744  1.670
H  -1.468  -0.920  0.790  0.239
H  -0.717  0.247  1.662  0.249
H  1.338  -0.264  0.813  0.252
H  0.982  -1.436  -0.543  0.251
H  -0.534  0.316  -1.963  -0.074

Summary:
Charge: 0
SMILES: O=[PH]1CC1
Kohn-Sham gap in eV: 10.81
Multiplicity: 1



Q:
A 2-piece molecular cluster, C2H5OP overall, computed with ωB97M-V/def2-TZVPD.

Each line ends with the natural charge from an NBO analysis.
Element x y z (Å)
C  0.244  1.228  -0.496  -0.140
C  -0.066  0.085  0.288  -0.163
O  1.204  0.492  0.262  -0.490
P  -0.684  -1.445  -0.389  0.290
H  0.353  1.217  -1.535  0.192
H  0.101  2.158  0.017  0.191
H  -0.598  0.492  1.636  0.121
H  -1.173  -2.351  0.716  0.010
H  0.619  -1.876  -0.499  -0.010

Summary:
Charge: 0
Kohn-Sham gap in eV: 10.07
Multiplicity: 1



We find P to be the most stable, with the next structure 2.671 eV higher.